Entry 1:
The following is a DFT calculation (ωB97M-V/def2-TZVPD) of an isolated molecule of C3H10N2S in a non-equilibrium geometry.

Summary:
Spin multiplicity: 1
Highest occupied orbital energy: -0.3275 Eh
Total charge: 0
Structure (SMILES): NC[C@@H](N)CS
Orbital gap: 9.84 eV

Structure (XYZ):
```
16
Properties=species:S:1:pos:R:3:forces:R:3
N 2.2839 -0.5921 0.0400 0.14 -0.16 0.25
C 0.9123 -0.9727 -0.2442 -0.27 0.21 0.55
C -0.0749 -0.0291 0.4440 -0.83 1.08 0.75
N 0.4280 1.3355 0.4002 0.33 0.67 -0.66
C -1.4258 -0.0794 -0.2623 0.13 -0.31 -1.02
S -2.5896 1.1234 0.4225 0.40 0.29 0.62
H 2.5708 0.1474 -0.5827 0.03 0.14 0.09
H 2.9352 -1.3573 -0.0562 -0.10 -0.09 -0.09
H 0.7075 -1.9745 0.1287 0.14 -0.21 -0.22
H 0.6719 -0.8985 -1.3039 0.04 -0.33 -0.30
H -0.2963 -0.2195 1.5050 0.42 -0.81 -0.16
H -0.2654 2.0313 0.1654 -0.09 -0.11 0.01
H 0.8986 1.6364 1.2384 0.10 -0.22 0.03
H -1.8679 -1.0711 -0.2296 0.07 -0.18 0.31
H -1.2694 0.1157 -1.3345 -0.03 0.22 0.26
H -3.6190 0.8044 -0.3308 -0.49 -0.21 -0.42
```
Positions in Å, forces in eV/Å.

Results of the Mulliken charge analysis, in e, for atoms 1 through 4:
1. N -0.60
2. C -0.58
3. C 0.32
4. N -0.65

---

Entry 2:
The following is a DFT calculation (ωB97M-V/def2-TZVPD) of a structure of composition C51H54N2OOsP3S.

Summary:
Spin multiplicity: 1
Highest occupied orbital energy: -0.5267 Eh
Total charge: +3
Orbital gap: 4.41 eV

Structure (XYZ):
```
113
Properties=species:S:1:pos:R:3:forces:R:3
Os -1.0516 0.9013 -0.4303 -0.61 0.40 -0.03
O -3.8815 1.9317 -0.1623 0.14 -0.19 -0.35
N -3.1411 1.2748 -1.1462 0.10 -0.04 -0.07
C -3.7584 1.1351 -2.2626 0.03 0.05 0.18
C -3.3209 0.5072 -3.4887 0.28 -0.06 0.13
C -4.3428 0.3284 -4.4252 0.08 0.03 0.01
C -4.0929 -0.2678 -5.6479 0.01 -0.01 -0.02
C -2.8058 -0.6788 -5.9375 -0.03 -0.02 -0.02
C -1.7812 -0.5071 -5.0132 0.02 0.09 0.21
C -2.0061 0.0837 -3.7669 -0.23 0.07 -0.08
P -0.5163 0.4250 -2.7404 -0.02 -0.32 0.04
C 0.1565 1.9556 -3.4029 -0.16 0.00 -0.05
C -0.3603 2.5320 -4.5679 -0.09 0.05 0.07
C 0.2130 3.6867 -5.0747 -0.01 -0.01 0.01
C 1.2984 4.2682 -4.4336 0.01 0.01 -0.02
C 1.8208 3.6923 -3.2832 0.04 0.03 0.02
C 1.2494 2.5427 -2.7686 0.16 -0.04 0.08
C 0.4783 -0.9926 -3.2625 -0.05 0.17 -0.09
C 1.5362 -0.8073 -4.1528 0.08 0.11 0.03
C 2.1210 -1.9054 -4.7633 0.03 0.04 0.01
C 1.6445 -3.1826 -4.4986 -0.01 -0.05 0.02
C 0.5840 -3.3664 -3.6200 0.06 0.01 -0.09
C -0.0036 -2.2743 -3.0056 -0.11 0.02 0.01
H -4.7349 2.1985 -0.5294 -0.23 0.04 -0.18
H -4.7745 1.5266 -2.3164 -0.01 -0.01 0.07
H -5.3446 0.6652 -4.1911 -0.01 0.00 0.02
H -4.8908 -0.3996 -6.3647 -0.02 -0.01 -0.01
H -2.5809 -1.1360 -6.8913 0.00 0.00 -0.02
H -0.7923 -0.8247 -5.3017 0.09 -0.05 0.03
H -1.2044 2.0927 -5.0799 -0.01 0.00 0.00
H -0.1879 4.1327 -5.9743 0.00 0.00 -0.02
H 1.7440 5.1667 -4.8380 0.00 0.02 0.00
H 2.6800 4.1357 -2.7977 0.00 0.00 0.00
H 1.6836 2.0651 -1.9023 0.06 -0.01 0.10
H 1.8927 0.1900 -4.3825 0.01 -0.01 0.01
H 2.9342 -1.7625 -5.4618 0.01 0.01 -0.01
H 2.0919 -4.0355 -4.9908 0.00 -0.01 0.00
H 0.2032 -4.3600 -3.4283 0.00 0.00 -0.01
H -0.8588 -2.4277 -2.3566 0.00 0.00 -0.04
C 1.8066 -3.0403 7.0385 0.03 -0.06 0.00
S 0.8963 -2.8810 5.4919 -0.01 0.02 -0.05
C 2.2665 -2.7332 4.3123 0.00 -0.05 0.01
C 1.7154 -2.3125 2.9523 -0.03 0.02 -0.01
C 1.2235 -0.8724 2.9969 0.02 0.01 0.01
N 0.5604 -0.3744 1.7668 -0.35 -0.14 -0.38
P 1.1321 0.8125 0.6853 0.35 -0.04 0.19
C 2.7555 0.2377 0.0918 0.02 -0.07 0.00
C 2.9204 -0.4425 -1.1088 -0.25 0.02 -0.03
C 4.1547 -0.9468 -1.4877 -0.02 -0.01 0.01
C 5.2454 -0.7932 -0.6470 0.03 -0.02 0.01
C 5.0970 -0.1311 0.5655 0.02 0.00 -0.02
C 3.8703 0.3937 0.9317 -0.13 -0.01 -0.02
C 1.7152 2.2711 1.6238 -0.07 0.03 -0.09
C 2.3634 3.2681 0.8809 -0.05 -0.10 0.07
C 2.8886 4.3862 1.5005 0.03 0.02 -0.01
C 2.8045 4.5208 2.8804 0.03 0.05 0.00
C 2.1953 3.5304 3.6295 -0.01 -0.05 0.01
C 1.6451 2.4172 3.0063 0.03 -0.17 0.03
P -0.8391 -0.9355 0.9984 0.03 0.10 0.37
C -0.6039 -2.5859 0.3386 -0.04 0.12 -0.07
C 0.6512 -2.9993 -0.1133 0.07 0.04 0.22
C 0.8519 -4.3145 -0.4822 0.03 -0.04 0.01
C -0.2026 -5.2180 -0.4374 0.00 -0.04 -0.02
C -1.4642 -4.8067 -0.0290 -0.03 0.05 -0.02
C -1.6700 -3.4935 0.3624 -0.05 0.05 -0.01
C -2.2378 -1.0610 2.1182 0.24 -0.09 0.20
C -2.0478 -1.7045 3.3487 0.04 0.03 -0.04
C -3.1115 -1.8535 4.2216 0.02 0.00 -0.03
C -4.3716 -1.3894 3.8666 -0.01 -0.01 0.04
C -4.5728 -0.7867 2.6335 -0.02 0.00 0.00
C -3.5101 -0.6237 1.7597 0.00 0.02 -0.19
H 1.0890 -3.3331 7.8012 -0.01 0.03 0.01
H 2.2746 -2.1005 7.3222 0.01 -0.01 -0.01
H 2.5533 -3.8267 6.9505 0.00 0.00 0.02
H 2.7677 -3.6966 4.2176 0.01 0.02 0.03
H 2.9966 -2.0095 4.6820 -0.01 0.03 0.00
H 0.9090 -2.9982 2.6815 -0.05 0.00 -0.05
H 2.4907 -2.4122 2.1889 0.01 0.00 -0.01
H 2.0759 -0.2183 3.1754 0.04 0.00 -0.03
H 0.5363 -0.7277 3.8328 0.04 0.00 0.01
H 2.0662 -0.5914 -1.7496 0.09 0.01 0.01
H 4.2619 -1.4625 -2.4328 -0.02 0.01 -0.02
H 6.2117 -1.1866 -0.9323 0.01 0.00 0.00
H 5.9469 -0.0089 1.2231 0.00 0.00 0.01
H 3.7922 0.9255 1.8679 0.00 0.07 0.05
H 2.4914 3.1664 -0.1853 -0.03 -0.04 -0.20
H 3.3839 5.1459 0.9116 0.00 0.00 -0.02
H 3.2282 5.3882 3.3676 0.00 0.01 0.00
H 2.1469 3.6175 4.7062 -0.01 -0.01 0.02
H 1.1748 1.6663 3.6228 0.04 0.03 -0.01
H 1.4831 -2.3110 -0.1296 0.07 0.08 0.00
H 1.8329 -4.6412 -0.8002 0.01 0.01 0.00
H -0.0390 -6.2508 -0.7159 0.00 -0.01 0.00
H -2.2811 -5.5136 0.0095 -0.02 0.00 0.00
H -2.6472 -3.1887 0.7120 -0.01 0.01 0.03
H -1.0853 -2.1088 3.6341 0.01 0.01 0.01
H -2.9565 -2.3445 5.1725 0.01 0.00 0.01
H -5.2015 -1.5128 4.5491 -0.01 0.00 0.00
H -5.5608 -0.4515 2.3502 -0.02 0.01 -0.01
H -3.6850 -0.1737 0.7903 0.02 -0.06 0.10
C -1.3783 2.2642 3.0036 0.05 -0.08 0.00
C -2.0032 2.5632 1.6499 0.06 -0.06 -0.02
C -2.7777 3.9032 1.7567 -0.14 -0.07 -0.02
C -1.0740 2.7732 0.4509 0.49 -0.07 -0.16
H -2.1861 2.0848 3.7130 -0.03 0.01 0.02
H -0.7994 3.1115 3.3690 0.01 -0.03 -0.02
H -0.7488 1.3748 3.0064 -0.13 0.06 -0.02
H -2.7467 1.7807 1.4501 0.21 0.14 0.10
H -2.0793 4.7152 1.9609 0.02 -0.01 -0.01
H -3.4683 3.8340 2.5966 -0.03 0.01 0.01
H -3.3384 4.1428 0.8557 0.03 -0.02 0.03
H -0.1325 3.2491 0.7091 -0.13 0.02 -0.03
H -1.5524 3.3148 -0.3804 -0.07 -0.09 -0.01
```
Positions in Å, forces in eV/Å.

Results of the Mulliken charge analysis, in e, for atoms 1 through 4:
1. Os 0.23
2. O -0.43
3. N 0.58
4. C -0.26

---

Entry 3:
The following is a DFT calculation (ωB97M-V/def2-TZVPD) of a structure of composition C21H42F6O21PV in a non-equilibrium geometry.

Summary:
Spin multiplicity: 4
Highest occupied orbital energy (alpha / beta): -0.3751 / -0.4732 Eh
Total charge: +1
Orbital gap (alpha / beta): 8.32 / 10.98 eV

Structure (XYZ):
```
92
Properties=species:S:1:pos:R:3:forces:R:3
V -0.1596 -0.0626 0.3745 0.45 -0.01 0.53
P -1.3963 -1.3822 4.0601 -0.46 -0.39 2.72
F -2.8436 -1.8668 3.6718 -0.86 -0.06 -1.59
F -1.8559 0.1980 4.0024 0.55 -0.65 0.07
F -1.9454 -1.4970 5.6082 1.15 0.25 -0.54
F 0.0880 -0.9947 4.6201 -0.41 0.31 -0.68
F -0.9069 -2.9708 4.0567 -0.05 0.80 -0.15
F -0.9329 -1.2442 2.5043 0.23 -0.19 -0.17
C 4.7139 -3.1655 0.0063 -0.30 -2.07 1.17
O 3.6451 -2.2596 -0.0418 -2.36 2.61 0.57
C 2.6231 -2.2313 0.8864 -0.54 -0.46 0.55
O 1.6497 -1.4460 0.8193 3.18 -2.63 0.35
O 2.8438 -3.2177 1.8442 -0.52 1.82 -1.98
C 1.8234 -3.4510 2.8353 -0.75 0.64 0.41
H 5.0408 -3.2908 1.0385 0.20 -0.01 -0.12
H 5.5746 -2.9482 -0.6262 -0.56 0.72 -0.17
H 4.2443 -4.0979 -0.3071 0.66 -0.42 -0.05
H 2.0011 -4.4192 3.3035 0.22 0.15 -0.29
H 0.8157 -3.4049 2.4224 0.20 -0.14 -0.30
H 1.8331 -2.6625 3.5878 0.23 -0.05 0.03
C -1.6512 4.3148 -2.8684 0.75 1.11 0.41
O -1.6562 3.3177 -1.8105 0.15 0.42 -1.25
C -0.6910 3.2498 -0.8947 0.40 0.00 -0.30
O -0.6695 2.2789 -0.1760 0.71 1.69 -0.11
O 0.1806 4.3370 -0.9370 -0.01 -0.94 1.30
C 1.2551 4.3726 0.0769 0.16 -0.89 0.47
H -0.7537 4.3816 -3.4834 0.55 -0.67 0.46
H -1.6941 5.2883 -2.3799 -0.45 0.06 -0.23
H -2.4220 4.1933 -3.6294 -0.54 -0.52 0.89
H 2.0236 3.6247 -0.1178 -0.17 -0.12 -0.48
H 0.9646 4.1616 1.1061 -0.98 -0.25 -0.24
H 1.7887 5.3145 0.2043 -0.66 0.42 -1.12
C 2.2257 2.3399 -3.7323 1.45 0.09 0.06
O 1.6370 1.7355 -2.5880 -0.70 -0.23 1.18
C 2.3143 1.3172 -1.4950 -2.49 -0.60 0.36
O 1.7059 0.7764 -0.5612 1.43 1.10 -1.56
O 3.5844 1.5469 -1.5650 0.36 1.43 -1.53
C 4.4809 1.1726 -0.5653 0.36 -1.68 1.31
H 2.7660 3.2601 -3.5099 -0.09 0.05 0.41
H 1.4660 2.6110 -4.4654 -0.17 -0.57 0.27
H 2.9780 1.6428 -4.1014 -0.19 0.06 -0.54
H 4.0648 1.3547 0.4255 0.05 0.17 -0.03
H 5.4654 1.6262 -0.6798 -0.46 0.38 -0.34
H 4.5956 0.0948 -0.6799 0.21 -0.09 0.33
C 0.9911 -1.3466 -3.8134 0.22 -1.83 1.33
O -0.1545 -0.6068 -4.1294 -1.88 1.82 -0.39
C -0.9394 0.0024 -3.1955 1.13 -0.15 2.35
O -0.7131 -0.0909 -1.9660 -1.04 0.43 -4.08
O -1.9626 0.7546 -3.7002 1.24 -1.06 1.24
C -2.3162 0.7102 -5.0917 0.80 -0.37 -0.23
H 0.7462 -2.3984 -3.9610 0.01 -0.05 -0.54
H 1.2023 -1.3804 -2.7446 0.16 0.80 0.08
H 1.8658 -1.1091 -4.4188 -0.36 0.51 -0.01
H -1.5662 1.2524 -5.6676 0.01 -0.07 -0.07
H -3.2788 1.2021 -5.2313 0.07 -0.22 0.38
H -2.3228 -0.3354 -5.3996 -0.25 0.18 -0.26
C -0.9330 -4.7550 -2.6861 -0.47 0.31 1.29
O -0.6655 -3.4656 -1.9744 -0.40 -0.33 -0.21
C -1.0236 -3.2375 -0.6988 0.49 0.79 1.08
O -0.8342 -2.1446 -0.1414 -0.54 -2.42 -1.41
O -1.5165 -4.3116 -0.0876 0.55 -0.51 -2.01
C -2.0729 -4.2536 1.1983 -0.98 1.84 1.36
H -1.9939 -4.9088 -2.8835 -0.11 0.54 0.08
H -0.6644 -5.5785 -2.0244 0.47 0.09 -0.29
H -0.4152 -4.7355 -3.6451 0.27 0.21 0.46
H -1.3328 -4.0957 1.9828 0.08 -0.45 -0.11
H -2.7734 -5.0654 1.3938 0.65 -0.36 -0.37
H -2.6879 -3.3546 1.2395 -0.04 0.15 0.20
C -4.2071 -1.5683 -1.0211 0.84 -0.86 0.95
O -4.4933 -0.2858 -0.4562 -0.55 0.44 -0.57
C -3.6113 0.4047 0.2269 1.73 -0.23 3.52
O -2.3788 0.1823 0.3052 -3.38 0.81 -0.53
O -4.3253 1.2247 1.1157 0.61 -1.62 -3.04
C -3.6524 2.0552 2.0298 1.08 -0.12 0.90
H -3.7299 -2.1838 -0.2585 0.45 0.24 0.13
H -3.5458 -1.5521 -1.8874 -0.27 0.36 -0.08
H -5.1243 -2.1379 -1.1713 -0.28 0.85 -0.47
H -2.6669 1.6491 2.2577 0.05 0.17 -0.15
H -4.2096 2.0096 2.9655 -0.18 0.05 -0.17
H -3.5759 3.0897 1.6951 -0.09 -0.10 -0.26
C 2.4456 1.1642 3.8754 0.10 -0.07 0.51
O 1.3022 2.0677 3.9177 2.21 -0.36 0.83
C 0.4023 1.9984 3.0082 -1.22 -1.21 -2.13
O 0.3776 1.1855 2.0572 0.34 1.39 1.84
O -0.5150 2.9244 3.1615 -0.79 0.72 -0.19
C -0.5319 3.9085 4.2761 0.20 -1.25 -0.34
H 3.2531 1.6500 4.4231 -0.32 0.18 0.10
H 2.8304 0.9623 2.8758 -0.60 0.05 -0.15
H 2.1680 0.2511 4.4021 -0.05 0.00 -0.28
H -1.4967 4.4062 4.1791 0.31 0.01 -0.13
H 0.3241 4.5797 4.2066 -0.18 0.00 -0.16
H -0.4924 3.3693 5.2226 -0.01 0.01 -0.10
```
Positions in Å, forces in eV/Å.

Results of the Mulliken charge analysis, in e, for atoms 1 through 4:
1. V 1.56
2. P 1.88
3. F -0.34
4. F -0.33

---

Entry 4:
The following is a DFT calculation (ωB97M-V/def2-TZVPD) of a cluster of 2 separate species, C4H12O in total in a non-equilibrium geometry.

Summary:
Spin multiplicity: 1
Highest occupied orbital energy: -0.3834 Eh
Total charge: 0
Structure (SMILES): CCC.CO
Orbital gap: 11.35 eV

Structure (XYZ):
```
17
Properties=species:S:1:pos:R:3:forces:R:3
C 1.3068 -1.0381 -0.7888 0.01 -0.29 0.51
C 1.2110 0.4292 -1.1845 -0.61 0.73 0.55
C 2.0208 0.8469 -2.4002 -0.44 0.15 -0.42
H 1.9129 -1.5792 -1.5118 0.06 -0.23 0.10
H 0.3375 -1.5328 -0.6995 -0.09 0.13 -0.45
H 1.7075 -1.1801 0.2176 0.44 0.09 -0.17
H 1.5013 1.0922 -0.3627 0.21 -0.24 0.11
H 0.1527 0.6887 -1.2835 0.05 -0.04 -0.48
H 1.8867 0.1682 -3.2429 0.15 -0.26 0.08
H 1.6863 1.8091 -2.7901 0.02 0.16 0.20
H 3.0752 0.9485 -2.1649 0.20 -0.19 -0.04
C -2.5907 -0.3662 2.9227 -0.24 0.98 -0.75
O -3.1297 0.2546 1.7409 0.37 -0.58 0.10
H -2.0741 0.3726 3.5437 0.29 -0.11 -0.14
H -3.3705 -0.7869 3.5613 0.08 -0.49 -0.27
H -1.8973 -1.0685 2.4678 0.02 -0.37 0.76
H -3.7362 0.9420 1.9749 -0.50 0.56 0.30
```
Positions in Å, forces in eV/Å.

Results of the Mulliken charge analysis, in e, for atoms 1 through 4:
1. C -1.01
2. C -0.17
3. C -1.24
4. H 0.35

---

Number 1: E_tot -627.98465 Eh. Number 2: E_tot -3672.57815 Eh. Number 3: E_tot -4290.00621 Eh. Number 4: E_tot -234.80187 Eh.